C33H59FeN2O2P2 as an isolated structure, computed with the ωB97M-V functional and the def2-TZVPD basis.

```
! RIJCOSX wB97M-V def2-TZVPD def2/J DEFGRID3
* xyz 1 5
C -2.665 1.447 -1.598
C -2.226 -0.872 -1.549
C -3.763 1.260 -2.454
C -3.433 -1.103 -2.247
C -4.190 -0.044 -2.700
H -4.231 2.140 -2.887
H -3.739 -2.136 -2.414
H -5.103 -0.218 -3.284
N -1.974 0.407 -1.084
P -1.133 2.912 0.196
P -0.240 -2.601 -0.096
C -2.104 2.848 -1.371
H -1.425 3.100 -2.204
H -2.925 3.577 -1.388
C -1.284 -1.972 -1.406
H -1.769 -2.887 -1.827
C 0.471 -4.056 -1.148
C -0.754 -3.330 1.660
C 0.510 3.801 -0.036
C -2.346 3.793 1.308
C 1.976 -3.799 -1.017
H 2.324 -3.900 0.020
H 2.531 -4.518 -1.638
H 2.226 -2.783 -1.354
C 0.088 -5.478 -0.729
H 0.339 -5.736 0.301
H -0.977 -5.679 -0.900
H 0.647 -6.170 -1.376
C 0.045 -3.940 -2.622
H 0.712 -4.539 -3.254
H -0.979 -4.305 -2.786
H 0.078 -2.899 -2.966
C 0.500 -3.973 2.282
H 1.265 -3.200 2.453
H 0.232 -4.408 3.259
H 0.950 -4.768 1.679
C -1.150 -2.186 2.590
H -0.316 -1.492 2.732
H -2.024 -1.636 2.227
H -1.404 -2.589 3.584
C -1.947 -4.274 1.509
H -1.731 -5.156 0.899
H -2.250 -4.628 2.508
H -2.802 -3.743 1.068
C -1.684 4.078 2.666
H -2.441 4.546 3.311
H -1.341 3.162 3.161
H -0.841 4.775 2.585
C -3.547 2.848 1.500
H -4.060 2.638 0.552
H -3.256 1.899 1.967
H -4.269 3.346 2.165
C -2.860 5.116 0.708
H -3.515 5.585 1.456
H -2.054 5.817 0.481
H -3.459 4.961 -0.196
C 1.060 3.458 -1.430
H 0.474 3.925 -2.234
H 2.093 3.834 -1.501
H 1.092 2.369 -1.594
C 1.483 3.247 1.028
H 1.661 2.166 0.909
H 2.451 3.755 0.912
H 1.128 3.415 2.054
C 0.387 5.324 0.094
H -0.281 5.746 -0.669
H 0.059 5.647 1.089
H 1.386 5.757 -0.072
Fe -0.557 0.673 0.132
C -0.854 0.878 1.902
O -1.014 0.841 3.069
N 0.568 -0.179 -1.016
C 0.630 -0.926 -1.983
C 1.641 -0.761 -3.169
C 1.621 -1.807 -4.275
C 1.333 0.584 -3.821
C 3.062 -0.722 -2.591
H 1.956 -2.793 -3.932
H 0.639 -1.888 -4.762
H 2.346 -1.488 -5.044
H 1.615 1.397 -3.136
H 1.944 0.680 -4.734
H 0.269 0.673 -4.095
H 3.694 -0.219 -3.337
H 3.083 -0.131 -1.665
H 3.472 -1.725 -2.403
C 3.455 0.407 4.327
C 4.173 -0.422 3.243
C 3.132 -0.592 2.125
O 1.846 -0.167 2.602
C 1.974 0.381 3.924
H 3.593 -0.008 5.328
H 3.817 1.440 4.328
H 4.453 -1.403 3.641
H 5.075 0.072 2.876
H 3.400 0.014 1.243
H 3.046 -1.642 1.798
H 1.379 -0.238 4.616
H 1.529 1.389 3.924
*
```

Highest occupied orbital energy (spin up / spin down) (Eh): -0.34276 / -0.35779
<S²>: 6.114
LUMO energy (spin up / spin down) (Ha): -0.096 / -0.160
Energy above the lowest of the compared OMol25 structures with the same formula, charge and spin (kJ/mol): 240.5



C9H26NNaO5 as an isolated structure, computed with the ωB97M-V functional and the def2-TZVPD basis.

```
! RIJCOSX wB97M-V def2-TZVPD def2/J DEFGRID3
* xyz 0 1
Na -1.285 0.243 -1.692
C -0.211 -2.249 -0.114
C 0.351 -1.282 0.917
C 1.844 -1.104 0.600
C 2.454 0.023 1.411
C 1.717 1.329 1.117
C 0.214 1.197 1.382
N -0.304 0.001 0.752
O -1.696 -0.067 0.737
C -0.498 2.388 0.754
C -0.057 1.267 2.887
C 0.152 -1.938 2.312
H -1.300 -2.236 -0.049
H 0.158 -3.259 0.076
H 0.061 -1.971 -1.138
H 1.942 -0.875 -0.465
H 2.376 -2.033 0.834
H 3.524 0.127 1.210
H 2.354 -0.202 2.477
H 1.898 1.631 0.082
H 2.120 2.093 1.792
H -1.480 2.545 1.201
H -0.610 2.280 -0.323
H 0.075 3.300 0.975
H 0.519 0.528 3.449
H -1.112 1.050 3.070
H 0.191 2.239 3.327
H -0.343 -2.909 2.237
H -0.457 -1.312 2.953
H 1.104 -2.133 2.817
O -2.557 2.034 -2.933
H -2.459 2.922 -3.284
H -3.502 1.924 -2.784
O 0.052 -1.209 -3.644
H 0.645 -1.267 -4.399
H -0.174 -2.120 -3.437
O -2.723 -1.826 -2.408
H -3.276 -2.210 -1.720
H -2.478 -2.564 -2.973
O 0.616 1.686 -2.539
H 1.269 1.388 -3.178
H 0.886 2.573 -2.287
*
```

Highest occupied orbital energy (Eh): -0.18220
LUMO energy (Ha): -0.014
Energy above the lowest of the compared OMol25 structures with the same formula, charge and spin (kJ/mol): 23.6



C26H33NO2 as an isolated structure, computed with the ωB97M-V functional and the def2-TZVPD basis.

```
! RIJCOSX wB97M-V def2-TZVPD def2/J DEFGRID3
* xyz 0 1
C -7.844 -1.572 0.561
C -6.549 -0.791 0.950
O -6.568 0.120 1.815
O -5.552 -1.153 0.247
C -4.345 -0.677 0.502
C -3.301 -1.619 0.570
C -2.607 -1.514 -0.647
H -3.273 -1.443 -1.740
H -1.873 -2.188 -1.033
C -1.739 -0.079 -0.924
C -2.687 1.197 -0.182
C -2.227 2.106 0.383
C -0.645 2.069 0.591
C 0.255 1.408 -0.074
C 1.569 1.143 0.457
C 2.345 2.346 1.111
C 3.794 1.569 1.238
C 3.802 0.480 0.683
C 5.124 -0.219 0.522
C 4.937 -1.638 1.020
N 5.971 -2.488 0.809
C 7.078 -1.876 0.747
C 7.374 -0.517 0.338
C 6.211 0.249 0.450
H 6.367 1.416 -0.218
H 8.446 -0.227 0.037
H 8.035 -2.852 0.596
H 4.073 -1.990 1.160
C 2.490 0.246 -0.091
C 2.003 -1.156 -0.198
H 2.620 -1.682 -0.889
H 1.830 -1.542 0.616
C 0.616 -1.019 -0.908
H 0.679 -0.908 -1.996
H 0.135 -2.133 -0.904
C -0.344 0.115 -0.200
H -0.520 -0.446 0.613
C 2.893 0.811 -1.350
H 3.268 1.849 -1.562
H 1.911 0.913 -2.173
H 3.737 0.073 -1.895
H 4.396 2.271 2.007
H 1.952 2.827 1.917
H 2.411 2.985 0.216
H 1.277 0.680 1.450
H 0.535 1.685 -1.116
H -0.341 3.184 0.524
H -0.339 1.959 1.811
H -2.758 2.800 0.876
C -4.234 0.794 -0.181
H -4.645 1.630 0.091
H -4.416 0.547 -1.296
C -1.497 0.419 -2.497
H -2.614 0.465 -2.695
H -0.983 1.196 -2.415
H -1.196 -0.346 -2.773
H -3.703 -2.591 0.530
H -2.623 -1.394 1.395
H -4.443 -0.084 1.720
H -7.706 -2.579 1.207
H -7.807 -1.742 -0.692
H -8.758 -1.089 0.890
*
```

Highest occupied orbital energy (Eh): -0.32676
LUMO energy (Ha): 0.012
Energy above the lowest of the compared OMol25 structures with the same formula, charge and spin (kJ/mol): 2054.9



One molecule with the formula C3H7N3S2, computed with the ωB97M-V functional and the def2-TZVPD basis.

```
! RIJCOSX wB97M-V def2-TZVPD def2/J DEFGRID3
* xyz 0 1
H -0.722 -0.796 -1.779
N -1.475 -0.396 -1.260
C -1.252 -0.100 0.023
N -2.122 0.477 0.971
C 0.193 -0.256 0.630
S 0.700 0.533 2.238
C 1.130 0.277 -0.577
N 1.814 -0.721 -1.090
S 1.413 1.842 -1.001
H -1.885 0.426 1.958
H -3.111 0.627 0.614
H 0.505 -1.276 0.743
H 1.094 1.664 1.573
H 1.439 -1.742 -1.032
H 2.278 -0.561 -2.012
*
```

Highest occupied orbital energy (Eh): -0.32209
SMILES string: [H]/N=C(/N)[C@H](S)C(N)=S
LUMO energy (Ha): 0.015
Energy above the lowest of the compared OMol25 structures with the same formula, charge and spin (kJ/mol): 118.0



One molecule with the formula C15H19NO3S, computed with the ωB97M-V functional and the def2-TZVPD basis.

```
! RIJCOSX wB97M-V def2-TZVPD def2/J DEFGRID3
* xyz 0 1
O -0.018 3.000 1.844
C 0.483 1.939 2.145
C 0.543 1.456 3.609
O -0.328 0.359 3.862
C 0.097 -0.875 3.570
O 1.161 -1.123 3.040
C -0.868 -1.884 3.974
C -0.755 -3.243 3.823
C -1.866 -3.933 4.333
C -2.802 -3.093 4.859
S -2.352 -1.445 4.747
N 1.067 1.093 1.284
C 1.067 1.303 -0.145
C 0.172 0.283 -0.863
C 0.155 0.525 -2.347
C -0.879 1.097 -2.948
C -0.948 1.395 -4.414
C 0.423 1.292 -5.076
C 1.123 0.024 -4.603
C 1.390 0.117 -3.104
H 0.194 2.260 4.257
H 1.572 1.174 3.859
H 0.100 -3.705 3.365
H -1.969 -5.003 4.311
H -3.738 -3.354 5.311
H 1.422 0.208 1.629
H 2.095 1.224 -0.511
H 0.697 2.315 -0.324
H 0.543 -0.724 -0.650
H -0.840 0.368 -0.461
H -1.755 1.368 -2.374
H -1.365 2.395 -4.561
H -1.641 0.688 -4.884
H 0.315 1.288 -6.162
H 1.027 2.159 -4.800
H 2.063 -0.117 -5.141
H 0.484 -0.837 -4.807
H 1.750 -0.844 -2.727
H 2.180 0.853 -2.922
*
```

Highest occupied orbital energy (Eh): -0.32413
SMILES string: O=C(COC(=O)c1cccs1)NCCC1=CCCCC1
LUMO energy (Ha): 0.002
Energy above the lowest of the compared OMol25 structures with the same formula, charge and spin (kJ/mol): 0.0



One molecule with the formula C17H22N2O2, computed with the ωB97M-V functional and the def2-TZVPD basis.

```
! RIJCOSX wB97M-V def2-TZVPD def2/J DEFGRID3
* xyz 0 1
C -1.875 2.686 3.771
C -0.962 2.539 2.593
C -1.253 1.637 1.593
C -0.422 1.479 0.479
C -0.692 0.565 -0.584
C 0.130 0.439 -1.649
C -0.119 -0.535 -2.758
C 0.752 -1.792 -2.583
N 0.518 -2.434 -1.310
C -0.443 -3.373 -1.140
O -1.094 -3.819 -2.060
C -0.575 -3.869 0.299
C 0.359 -5.071 0.465
C -2.022 -4.260 0.581
C 1.356 1.231 -1.739
O 2.172 1.159 -2.642
N 1.560 2.106 -0.694
C 0.740 2.265 0.391
C 1.036 3.178 1.403
C 0.203 3.325 2.495
C 0.539 4.314 3.566
H -2.720 2.008 3.689
H -2.254 3.705 3.839
H -1.345 2.468 4.698
H -2.146 1.031 1.658
H -1.591 -0.035 -0.523
H 0.145 -0.073 -3.710
H -1.169 -0.831 -2.772
H 0.498 -2.514 -3.361
H 1.806 -1.521 -2.659
H 0.954 -2.022 -0.502
H -0.266 -3.075 0.989
H 0.074 -5.856 -0.231
H 1.390 -4.789 0.264
H 0.295 -5.463 1.478
H -2.668 -3.385 0.548
H -2.111 -4.724 1.560
H -2.361 -4.961 -0.178
H 2.398 2.672 -0.753
H 1.931 3.778 1.323
H 1.466 4.833 3.337
H 0.648 3.815 4.528
H -0.256 5.053 3.666
*
```

Highest occupied orbital energy (Eh): -0.30402
SMILES string: Cc1cc2cc(CCNC(=O)C(C)C)c(=O)[nH]c2cc1C
LUMO energy (Ha): 0.011
Energy above the lowest of the compared OMol25 structures with the same formula, charge and spin (kJ/mol): 4.5



C24H21F5HfN5O2Se as an isolated structure, computed with the ωB97M-V functional and the def2-TZVPD basis.

```
! RIJCOSX wB97M-V def2-TZVPD def2/J DEFGRID3
* xyz 3 1
Hf -0.251 -0.048 0.763
O 3.676 -3.667 -4.055
N 2.689 -4.311 -3.750
O 2.459 -5.458 -4.037
C 1.731 -3.644 -2.820
C 0.477 -4.111 -2.810
C -0.525 -3.460 -2.021
C -1.851 -3.933 -1.946
C -2.773 -3.262 -1.180
C -2.374 -2.115 -0.509
N -1.131 -1.637 -0.578
C -0.197 -2.318 -1.302
C 1.165 -1.869 -1.269
N 1.473 -0.810 -0.451
C 2.748 -0.437 -0.317
C 3.777 -1.065 -0.990
C 3.484 -2.108 -1.838
C 2.145 -2.533 -2.004
H 0.219 -4.973 -3.413
H -2.129 -4.830 -2.490
H -3.794 -3.609 -1.087
H -3.083 -1.566 0.098
H 2.959 0.382 0.361
H 4.797 -0.738 -0.838
H 4.277 -2.609 -2.372
C 0.866 2.517 1.186
C 0.871 2.570 -0.357
N -0.326 3.219 -0.881
C -0.139 4.550 -1.532
C 0.420 4.428 -2.941
C -1.469 2.583 -0.848
C -2.694 3.186 -1.459
N -1.540 1.370 -0.248
H 1.448 1.674 1.607
H -0.151 2.531 1.583
H 1.345 3.395 1.613
H 0.949 1.588 -0.835
H 1.734 3.125 -0.708
H 0.535 5.115 -0.890
H -1.088 5.074 -1.530
H 1.392 3.927 -2.957
H 0.562 5.428 -3.354
H -0.263 3.887 -3.600
H -2.984 4.090 -0.919
H -3.531 2.493 -1.427
H -2.514 3.465 -2.497
H -2.497 1.046 -0.332
F -1.638 0.703 7.512
C -1.291 0.106 6.401
C -0.905 -1.227 6.417
F -0.887 -1.883 7.552
C -0.541 -1.861 5.240
F -0.170 -3.127 5.272
C -0.555 -1.164 4.043
Se 0.016 -1.961 2.418
C -0.949 0.145 4.075
F -0.974 0.835 2.870
C -1.315 0.817 5.210
F -1.685 2.084 5.170
*
```

Highest occupied orbital energy (Eh): -0.62531
LUMO energy (Ha): -0.396



A 2-piece molecular cluster, C3H7N2P overall, computed with the ωB97M-V functional and the def2-TZVPD basis.

```
! RIJCOSX wB97M-V def2-TZVPD def2/J DEFGRID3
* xyz 0 1
C -0.779 1.348 -0.338
C 0.218 0.955 0.443
C 0.151 -0.255 1.345
N 3.243 -0.815 -1.303
N 2.783 -1.330 -2.236
P 2.064 -2.031 -3.499
H -0.826 2.257 -0.896
H -1.677 0.795 -0.396
H 1.106 1.501 0.601
H -0.498 -1.135 1.018
H -0.140 0.246 2.187
H 1.135 -0.775 1.445
H 2.126 -0.827 -4.140
*
```

Highest occupied orbital energy (Eh): -0.31160
LUMO energy (Ha): 0.007
Energy above the lowest of the compared OMol25 structures with the same formula, charge and spin (kJ/mol): 75.9



A 2-piece molecular cluster, C5H10NO overall, computed with the ωB97M-V functional and the def2-TZVPD basis.

```
! RIJCOSX wB97M-V def2-TZVPD def2/J DEFGRID3
* xyz 1 3
C -2.697 -0.174 1.428
C 2.826 -1.100 0.421
C 1.810 -0.226 0.650
C 1.580 1.152 0.101
C -2.693 0.271 -1.054
N -2.833 0.090 0.314
O 0.588 -0.780 0.956
H 0.490 -1.506 1.596
H 2.662 -2.141 0.739
H 3.828 -0.580 0.218
H -2.789 -0.366 2.465
H 0.850 1.690 0.653
H 1.423 1.198 -1.006
H 2.523 1.732 0.271
H -1.673 0.603 -1.409
H -3.495 1.039 -1.327
H -2.906 -0.582 -1.614
*
```

Highest occupied orbital energy (spin up / spin down) (Eh): -0.28528 / -0.53221
<S²>: 2.010
LUMO energy (spin up / spin down) (Ha): -0.173 / -0.308
Energy above the lowest of the compared OMol25 structures with the same formula, charge and spin (kJ/mol): 350.9



| no. | largest force on an atom (hartree/bohr) | molecular weight (Da) |
| --- | --- | --- |
| 1 | 0.094 | 633.64 |
| 2 | 0.038 | 251.30 |
| 3 | 0.372 | 391.55 |
| 4 | 0.095 | 149.24 |
| 5 | 0.013 | 293.39 |
| 6 | 0.015 | 286.37 |
| 7 | 0.022 | 763.91 |
| 8 | 0.130 | 102.08 |
| 9 | 0.123 | 100.14 |